{
  "formula": "C35H58BCl2N2O36PS7",
  "method": "ωB97M-V/def2-TZVPD",
  "gap_ev": 8.390,
  "molar_mass_g_mol": 1419.988,
  "smiles": "COCCCc1nc2c(CB(O)O)c(CCOC=O)c([C@@H](Cl)[C@@H](C)Cl)c(C)c2nc1CP(=O)(O)O.O=S1(=O)OCCO1.O=S1(=O)OCCO1.O=S1(=O)OCCO1.O=S1(=O)OCCO1.O=S1(=O)OCCO1.O=S1(=O)OCCO1.O=S1(=O)OCCO1",
  "lumo_ev": -0.4208,
  "e_tot_ha": -8260.5687,
  "homo_ev": -8.811,
  "total_charge": 0,
  "symbols": ["C", "O", "C", "C", "C", "C", "N", "C", "C", "C", "B", "O", "O", "C", "C", "C", "O", "C", "O", "C", "C", "Cl", "C", "C", "Cl", "C", "C", "C", "N", "C", "C", "P", "O", "O", "O", "H", "H", "H", "H", "H", "H", "H", "H", "H", "H", "H", "H", "H", "H", "H", "H", "H", "H", "H", "H", "H", "H", "H", "H", "H", "H", "H", "H", "H", "H", "O", "S", "O", "O", "C", "C", "O", "H", "H", "H", "H", "O", "S", "O", "O", "C", "C", "O", "H", "H", "H", "H", "O", "S", "O", "O", "C", "C", "O", "H", "H", "H", "H", "O", "S", "O", "O", "C", "C", "O", "H", "H", "H", "H", "O", "S", "O", "O", "C", "C", "O", "H", "H", "H", "H", "O", "S", "O", "O", "C", "C", "O", "H", "H", "H", "H", "O", "S", "O", "O", "C", "C", "O", "H", "H", "H", "H"],
  "xyz": [[5.5577, -2.4852, 0.4182], [5.8282, -3.5714, -0.4494], [5.0787, -3.5356, -1.6434], [3.6570, -4.0292, -1.4304], [2.7161, -3.6525, -2.6085], [1.4436, -3.1179, -2.0324], [1.2899, -1.8237, -2.0557], [0.1467, -1.3126, -1.5019], [-0.0691, 0.0968, -1.5556], [0.9996, 0.9000, -2.2603], [2.2618, 1.2463, -1.3650], [2.8493, 0.2976, -0.5627], [2.7865, 2.5395, -1.4407], [-1.2040, 0.6280, -0.9906], [-1.4367, 2.1266, -1.0649], [-0.7385, 2.7923, 0.1260], [-1.4628, 3.9836, 0.5111], [-1.9543, 3.9957, 1.7606], [-3.0346, 4.4232, 1.9731], [-2.1569, -0.2387, -0.3263], [-3.3304, 0.4111, 0.3667], [-4.8678, 0.1656, -0.5360], [-3.5315, -0.0095, 1.8333], [-2.2277, -0.1222, 2.6183], [-4.5792, 1.2429, 2.6136], [-1.9674, -1.6078, -0.3366], [-2.9474, -2.5764, 0.2802], [-0.7994, -2.1603, -0.9292], [-0.6398, -3.5194, -0.9151], [0.4473, -3.9724, -1.4653], [0.6168, -5.4755, -1.5085], [0.4595, -6.2926, 0.0972], [1.7070, -6.1645, 0.8596], [0.1686, -7.8215, -0.2563], [-0.8055, -5.7904, 0.9168], [5.4195, -2.8667, 1.4282], [6.4090, -1.8138, 0.4663], [4.6678, -1.9203, 0.1435], [5.5861, -4.2002, -2.3409], [5.0928, -2.5265, -2.0666], [3.6329, -5.0914, -1.2069], [3.2825, -3.5393, -0.5313], [2.5369, -4.5107, -3.2446], [3.1699, -2.8710, -3.2052], [1.3650, 0.2542, -3.0590], [0.6114, 1.7827, -2.7515], [3.6949, 0.0214, -0.9352], [2.5533, 3.0593, -0.6668], [-2.4833, 2.3979, -1.0569], [-1.0209, 2.5752, -1.9572], [-0.6622, 2.0917, 0.9535], [0.2740, 3.0791, -0.1464], [-1.2746, 3.6437, 2.5443], [-3.2248, 1.4818, 0.3954], [-4.1130, -0.9171, 1.8677], [-1.4111, 0.4058, 2.1414], [-2.3700, 0.3103, 3.6023], [-1.9705, -1.1643, 2.7782], [-2.6686, -2.7183, 1.3272], [-3.9576, -2.1959, 0.2661], [-2.8717, -3.5491, -0.1828], [1.5716, -5.7826, -1.9092], [-0.1752, -5.8454, -2.1623], [-0.7451, -8.0772, -0.0743], [-0.4778, -5.1006, 1.5087], [7.7002, -0.0694, 1.3132], [8.8600, -0.6968, 1.8375], [9.9528, -1.0564, 1.0118], [8.4023, -1.9634, 2.6915], [8.8758, -1.8527, 4.0452], [8.9450, -0.3629, 4.2960], [9.4136, 0.1858, 3.0519], [9.8642, -2.3143, 4.1023], [8.1931, -2.3578, 4.7238], [9.6288, -0.1007, 5.0975], [7.9575, 0.0532, 4.5061], [3.3034, -4.6168, -5.7003], [2.0611, -5.1958, -6.0587], [0.8346, -4.5112, -5.8803], [1.9639, -6.6337, -5.3549], [1.7690, -7.6587, -6.3390], [2.4419, -7.1183, -7.5832], [2.1338, -5.7172, -7.5682], [0.6962, -7.7929, -6.4904], [2.2079, -8.5906, -5.9941], [2.0651, -7.5706, -8.4956], [3.5266, -7.2342, -7.5375], [-8.5616, 5.2395, -1.2645], [-7.6409, 4.1556, -1.3082], [-7.9422, 2.9526, -1.9884], [-7.2028, 3.8212, 0.1907], [-5.7761, 3.9249, 0.3277], [-5.3754, 4.9637, -0.6961], [-6.2274, 4.6960, -1.8207], [-5.3389, 2.9511, 0.1057], [-5.5167, 4.2158, 1.3415], [-4.3329, 4.8847, -0.9905], [-5.5793, 5.9768, -0.3426], [-12.9372, 1.5399, 0.0274], [-13.4372, 2.7956, -0.3983], [-14.8181, 2.9991, -0.6411], [-12.5934, 3.2636, -1.6781], [-11.9907, 4.5419, -1.4296], [-11.7723, 4.5782, 0.0613], [-12.9328, 3.9361, 0.6107], [-12.6880, 5.3193, -1.7495], [-11.0597, 4.6396, -1.9804], [-11.6855, 5.5900, 0.4455], [-10.8908, 4.0021, 0.3495], [2.3239, 6.9683, 4.7801], [1.1829, 7.8076, 4.7956], [1.1249, 8.9738, 5.5942], [-0.1042, 6.8924, 5.0874], [-1.0577, 7.0297, 4.0271], [-0.2278, 7.3456, 2.8067], [0.8049, 8.2116, 3.2869], [-1.7336, 7.8511, 4.2720], [-1.6316, 6.1134, 3.9156], [-0.8021, 7.8419, 2.0296], [0.2418, 6.4472, 2.3967], [5.1197, -3.2123, 5.2985], [6.0433, -3.6306, 6.2851], [7.2458, -2.9071, 6.5157], [6.3922, -5.1679, 6.0378], [6.1008, -5.9424, 7.2102], [4.9642, -5.1967, 7.8773], [5.2937, -3.8122, 7.6832], [6.9916, -5.9646, 7.8406], [5.8302, -6.9549, 6.9256], [4.8831, -5.4133, 8.9382], [4.0091, -5.3963, 7.3881], [-1.4823, 3.8464, -6.2961], [-0.3116, 3.6296, -5.5308], [0.4057, 2.4101, -5.5908], [-0.6153, 3.9488, -3.9953], [0.2689, 4.9709, -3.5103], [0.5894, 5.8024, -4.7364], [0.7102, 4.8348, -5.7883], [1.1662, 4.4911, -3.1102], [-0.2215, 5.5416, -2.7256], [1.5178, 6.3562, -4.6344], [-0.2220, 6.4888, -4.9863]],
  "atomic_forces_ev_per_a": [[0.3, -0.2, 0.4], [-0.1, 0.0, -0.1], [0.2, -0.5, 0.1], [-0.3, 0.6, -0.1], [0.2, -0.3, 0.8], [0.0, 0.4, -0.5], [-0.5, -0.1, 0.1], [0.4, 0.0, -0.1], [0.3, -0.1, -0.1], [-0.1, -0.1, 0.2], [-0.2, 0.1, -0.3], [-0.1, 0.0, -0.3], [-0.4, 0.0, 0.0], [-0.3, -0.2, -0.2], [0.5, -0.1, 0.5], [0.0, 0.1, -0.1], [0.3, -0.4, -0.1], [0.5, -0.1, -0.5], [-1.1, 0.7, 0.6], [0.6, 0.1, -0.5], [-0.1, -0.5, 0.4], [0.0, 0.1, -0.2], [0.1, 0.4, -0.2], [-0.4, 0.0, 0.3], [-0.1, 0.0, 0.0], [-0.5, 0.1, 0.2], [0.5, 0.3, 0.4], [-0.4, 0.1, 0.2], [0.3, 0.6, -0.3], [0.2, -0.6, 0.3], [-1.1, 0.2, 0.0], [1.9, -0.2, 0.3], [0.0, 0.3, 0.0], [-0.9, 0.2, 0.0], [-0.3, -0.2, -0.3], [-0.2, -0.1, 0.1], [0.0, 0.2, -0.3], [-0.2, 0.0, -0.1], [0.1, 0.1, -0.1], [-0.1, 0.1, -0.1], [0.1, -0.2, 0.0], [0.0, 0.0, 0.1], [0.0, -0.1, -0.2], [0.0, 0.1, -0.2], [0.2, 0.0, -0.1], [-0.2, 0.2, 0.0], [0.2, 0.0, 0.4], [0.5, 0.1, 0.1], [-0.3, 0.0, 0.0], [-0.1, -0.2, -0.3], [-0.1, 0.1, 0.3], [0.1, 0.1, 0.0], [0.2, -0.3, 0.0], [0.2, 0.3, -0.1], [-0.1, -0.1, 0.2], [0.2, 0.0, -0.1], [0.0, 0.0, 0.1], [0.3, -0.1, -0.2], [-0.1, -0.1, 0.1], [-0.2, -0.1, -0.2], [-0.1, -0.1, -0.2], [0.2, -0.1, 0.0], [0.0, -0.2, -0.1], [0.1, -0.1, -0.1], [-0.2, 0.1, 0.1], [0.0, 0.0, -0.3], [0.1, 0.0, 0.5], [0.0, 0.1, -0.2], [-0.1, 0.2, 0.0], [0.3, -0.2, 0.2], [-0.4, 0.1, 0.1], [0.2, -0.3, 0.0], [0.0, 0.0, 0.0], [0.0, 0.1, -0.3], [0.1, 0.1, -0.1], [0.0, 0.0, 0.0], [0.0, 0.1, 0.1], [0.0, -0.4, -0.2], [0.0, 0.2, 0.1], [0.2, 0.0, -0.1], [-0.3, -0.1, -0.2], [0.4, -0.1, 0.1], [-0.3, -0.1, 0.1], [0.0, 0.0, 0.0], [0.1, 0.1, 0.2], [-0.1, 0.2, -0.1], [0.0, 0.0, 0.0], [-0.3, -0.1, 0.0], [0.5, 0.0, 0.3], [-0.2, 0.0, -0.2], [-0.1, 0.3, -0.1], [0.4, -0.2, 0.0], [0.0, 0.3, 0.3], [-0.1, -0.3, 0.0], [0.0, 0.0, 0.0], [-0.2, 0.0, 0.0], [-0.1, -0.1, -0.2], [0.0, 0.0, 0.0], [-0.1, -0.2, 0.0], [0.3, 0.3, -0.1], [-0.1, -0.1, 0.1], [0.1, -0.1, 0.3], [-0.1, 0.4, -0.2], [0.5, -0.2, 0.1], [-0.2, 0.1, -0.3], [0.0, 0.0, 0.0], [0.0, -0.2, -0.1], [-0.2, 0.0, 0.1], [0.0, 0.0, 0.0], [0.1, 0.0, 0.1], [-0.2, -0.1, -0.2], [0.1, 0.1, 0.0], [0.3, 0.0, -0.2], [-0.4, 0.3, 0.0], [0.1, -0.4, -0.3], [-0.2, 0.1, 0.3], [0.0, 0.0, 0.0], [0.1, -0.1, 0.2], [0.1, 0.2, 0.0], [-0.1, 0.0, 0.0], [0.1, 0.1, -0.2], [-0.1, -0.3, 0.2], [-0.1, 0.1, 0.1], [-0.2, 0.1, 0.0], [0.2, -0.1, 0.3], [-0.3, -0.2, -0.2], [0.3, -0.1, 0.0], [0.0, 0.0, 0.0], [0.0, 0.1, -0.2], [0.1, 0.2, 0.1], [0.0, 0.0, 0.0], [-0.2, -0.1, 0.1], [0.3, 0.0, -0.1], [0.0, -0.1, -0.2], [-0.2, 0.4, 0.1], [0.4, 0.0, 0.1], [-0.3, 0.2, 0.0], [0.1, -0.1, 0.3], [0.0, 0.0, 0.0], [-0.2, -0.1, -0.1], [0.1, -0.1, -0.2], [0.0, 0.0, 0.0]]
}